1.
C3H11NS | ωB97M-V/def2-TZVPD

Output
Frontier orbital gap ... 0.1705 Eh
Relative energy (zero: lowest compared OMol25 entry of this formula, charge and spin) ... 93.7 kcal per mole
HOMO energy ... -5.42 eV
LUMO ... -0.78 eV

Geometry as ORCA input:
```
! wB97M-V def2-TZVPD RIJCOSX def2/J DEFGRID3
* xyz 0 1
C -1.8828 -3.6399 -0.3502
S -0.5278 -2.4126 -0.5600
H -1.6606 -4.1930 0.4606
H -2.8911 -3.2553 -0.1237
H -1.9163 -4.2127 -1.2299
C 1.8761 1.0928 -0.3543
C 0.8903 2.1404 0.2524
N -0.4346 1.6856 0.6191
H 2.8051 1.1408 0.2720
H 1.5996 -0.0099 -0.5332
H 2.2486 1.4166 -1.3444
H 1.3747 2.5161 1.1427
H 0.8808 3.1545 -0.4638
H -0.9665 1.3922 -0.2106
H -1.0201 2.3023 1.0334
H -0.3755 0.8820 1.3899
*
```

=====

2.
C2H16N2O4 | ωB97M-V/def2-TZVPD

Output
Frontier orbital gap ... 0.3733 Eh
SMILES string ... NCCN.O.O.O.O
Relative energy (zero: lowest compared OMol25 entry of this formula, charge and spin) ... 35.2 kcal per mole
HOMO energy ... -9.53 eV
LUMO ... 0.63 eV

Geometry as ORCA input:
```
! wB97M-V def2-TZVPD RIJCOSX def2/J DEFGRID3
* xyz 0 1
C -0.9448 0.2088 -1.0764
C -2.2438 -0.6211 -1.0537
N -1.8431 -1.9705 -0.5467
N -1.1580 1.6138 -0.5727
H -0.2295 -0.1999 -0.3408
H -0.6509 0.2240 -2.1268
H -2.9425 -0.2690 -0.2662
H -2.7732 -0.7682 -2.0033
H -1.0254 -2.3189 -1.0050
H -2.6093 -2.5777 -0.6706
H -0.3055 2.1048 -0.7153
H -1.9178 2.1181 -1.0199
H 1.1032 2.7208 2.3822
H 2.3191 2.6333 1.5194
O 1.4000 2.9932 1.5141
H 1.9314 -2.1733 0.4186
H 1.1765 -1.2044 1.2693
O 1.8283 -1.2461 0.4932
H 3.5702 -0.0033 0.2509
H 3.2433 0.4997 -1.1092
O 3.9916 0.4776 -0.5047
H -0.9261 -1.3231 1.3297
H -0.6612 -0.0152 1.7987
O -0.3326 -0.9033 2.0354
*
```

=====

3.
C6H12N3 | ωB97M-V/def2-TZVPD

Output
Frontier orbital gap (alpha / beta) ... 0.3008 / 0.2336 Eh
SMILES string ... C/[NH+]=N/C=N\C=C(C)C
Relative energy (zero: lowest compared OMol25 entry of this formula, charge and spin) ... 129.7 kcal per mole
HOMO energy (alpha / beta) ... -13.32 / -12.73 eV
LUMO (alpha / beta) ... -5.14 / -6.38 eV

Geometry as ORCA input:
```
! wB97M-V def2-TZVPD RIJCOSX def2/J DEFGRID3
* xyz 1 1
C -0.8245 0.0744 -1.3097
C 1.4106 0.8594 -1.8352
C -1.4474 0.2795 -0.1037
C -1.0435 1.4283 0.6947
C -2.5510 -0.4786 0.5006
C 2.1878 -1.1489 1.0579
N 0.1309 0.7582 -1.8700
N 2.1577 0.2601 -0.8877
N 1.7623 -0.7774 -0.2568
H -0.9763 -0.8579 -1.8706
H 2.0341 1.3140 -2.6194
H -1.9459 2.1260 0.8425
H -0.2136 2.0473 0.4364
H -0.6385 1.1966 1.7234
H -2.4135 -0.4912 1.6302
H -2.6982 -1.4769 -0.0063
H -3.4688 0.0977 0.4761
H 2.5151 -0.2683 1.5059
H 1.5231 -1.5779 1.7154
H 3.1376 -1.7093 0.9491
H 1.3622 -1.6550 -0.7728
*
```

=====

4.
C33H69N2O20P3S4 | ωB97M-V/def2-TZVPD

Output
Frontier orbital gap ... 0.3001 Eh
SMILES string ... COP(=O)(OC)OC.COP(=O)(OC)OC.COP(=O)(OC)OC.O=S1(=O)CCCC1.O=S1(=O)CCCC1.O=S1(=O)CCCC1.O=S1(=O)CCCC1.c1cc[nH]c1.c1cc[nH]c1
Relative energy (zero: lowest compared OMol25 entry of this formula, charge and spin) ... 0.0 kcal per mole
HOMO energy ... -7.90 eV
LUMO ... 0.26 eV

Geometry as ORCA input:
```
! wB97M-V def2-TZVPD RIJCOSX def2/J DEFGRID3
* xyz 0 1
C 3.5719 -2.4929 3.4098
C 3.7681 -1.8126 2.0451
C 3.8818 -2.9413 1.0387
S 2.6020 -4.0856 1.5023
O 3.0244 -5.4283 1.2394
O 1.3401 -3.6238 0.9646
C 2.6587 -3.7102 3.2661
H 3.2110 -1.8165 4.1830
H 4.5629 -2.8151 3.7423
H 4.6461 -1.1734 2.0085
H 2.9314 -1.1556 1.7891
H 4.7982 -3.4925 1.2789
H 3.8588 -2.6776 -0.0143
H 3.0824 -4.6120 3.7031
H 1.6368 -3.5528 3.6027
C 0.5959 5.3187 1.3445
C 0.4758 5.3080 2.8752
C -0.7714 4.5211 3.2235
S -1.9200 4.7592 1.8718
O -2.9612 5.6769 2.2498
O -2.2525 3.4585 1.3489
C -0.7729 5.5765 0.7621
H 0.9396 4.3303 1.0150
H 1.3454 6.0292 1.0022
H 0.4344 6.3339 3.2556
H 1.3884 4.8828 3.2904
H -1.2867 4.7285 4.1564
H -0.5056 3.4619 3.1906
H -0.9988 6.6395 0.8816
H -0.9355 5.2779 -0.2685
C -0.7416 -1.4450 -0.6097
C -1.9348 -0.5083 -0.7896
C -1.6751 0.7059 0.0874
S 0.0372 1.0816 -0.1166
O 0.6098 1.4191 1.1683
O 0.2360 2.0188 -1.2055
C 0.5153 -0.5788 -0.6164
H -0.6904 -2.1378 -1.4431
H -0.8333 -2.0192 0.3119
H -2.8773 -0.9876 -0.5449
H -1.9499 -0.1598 -1.8286
H -1.7279 0.3158 1.1127
H -2.3280 1.5685 0.0588
H 1.3876 -0.8946 -0.0440
H 0.9254 -0.4389 -1.6236
C -6.5316 1.7929 1.7614
C -5.5249 1.1038 0.8219
C -5.9123 -0.3627 0.6247
S -7.1555 -0.7478 1.8691
O -6.8019 -1.8938 2.6677
O -8.4470 -0.6003 1.2412
C -6.8879 0.7635 2.7979
H -7.3955 2.1580 1.2040
H -6.0663 2.6755 2.2010
H -4.5361 1.1717 1.2701
H -5.4560 1.5863 -0.1541
H -5.0684 -1.0019 0.9016
H -6.2700 -0.7014 -0.3435
H -6.0626 0.6353 3.5013
H -7.7947 0.9245 3.3804
C -3.7852 -4.4258 3.3310
O -2.4595 -3.8715 3.2895
P -2.2875 -2.3152 3.1754
O -2.9553 -1.6978 2.0207
O -2.7158 -1.7221 4.5811
C -4.0011 -1.0890 4.7706
O -0.7277 -2.2614 3.2485
C 0.0676 -1.0861 3.2577
H -4.5550 -3.6532 3.2876
H -3.8786 -4.9912 4.2548
H -3.9178 -5.0784 2.4716
H -4.7425 -1.3729 4.0278
H -3.8631 -0.0071 4.7938
H -4.3385 -1.3889 5.7615
H 0.4753 -0.9509 2.2576
H 0.9278 -1.2642 3.9072
H -0.3745 -0.1586 3.6195
C 3.4778 1.9404 -2.2175
O 4.2130 0.7107 -2.3537
P 5.2055 0.3198 -1.1994
O 4.6966 0.5078 0.1457
O 5.5689 -1.1376 -1.6514
C 6.7727 -1.7953 -1.2176
O 6.5122 1.1850 -1.4343
C 7.0085 1.5459 -2.7187
H 3.7723 2.6509 -2.9890
H 3.5857 2.4268 -1.2503
H 2.4304 1.6804 -2.3531
H 7.1633 -2.3448 -2.0684
H 6.5173 -2.4548 -0.3939
H 7.5268 -1.0724 -0.9069
H 8.0291 1.1776 -2.8197
H 7.0186 2.6323 -2.7913
H 6.4103 1.1462 -3.5381
C -0.1723 -2.8814 -4.0725
O -0.5299 -1.4935 -3.9204
P 0.1884 -0.3709 -4.7593
O -0.1731 -0.3009 -6.1658
O -0.0778 0.9300 -3.9073
C -1.3471 1.5881 -4.0094
O 1.7094 -0.6578 -4.4496
C 2.7094 0.1142 -5.1187
H -1.0065 -3.3728 -4.5709
H -0.0324 -3.3247 -3.0902
H 0.7199 -2.9895 -4.6840
H -2.0761 0.9696 -4.5340
H -1.2220 2.5231 -4.5523
H -1.6983 1.7933 -3.0010
H 2.4218 1.1701 -5.1171
H 2.8427 -0.2292 -6.1422
H 3.6272 0.0458 -4.5451
N 1.5820 4.3215 -2.1956
C 1.1190 4.9936 -3.2876
C 1.8967 6.1104 -3.4767
C 2.8038 6.1704 -2.3845
C 2.6112 5.0405 -1.6379
H 1.1888 3.4579 -1.8386
H 0.2910 4.6545 -3.8864
H 1.6824 6.8685 -4.2124
H 3.4913 6.9523 -2.1074
H 3.0852 4.7538 -0.7140
N -0.9790 -4.8237 -0.1287
C -0.4536 -6.0416 -0.4833
C -1.2343 -6.5637 -1.4849
C -2.2523 -5.6044 -1.7683
C -2.0430 -4.5398 -0.9241
H -0.6178 -4.2758 0.6340
H 0.4203 -6.3968 0.0370
H -1.1315 -7.5267 -1.9557
H -2.9536 -5.6096 -2.5867
H -2.5592 -3.5956 -0.8768
*
```

=====

> Among the records above, which one has the lowest relative energy (zero: lowest compared OMol25 entry of this formula, charge and spin)?

C33H69N2O20P3S4

=====

> relative energy (zero: lowest compared OMol25 entry of this formula, charge and spin) of number 1 (C3H11NS)?

93.7 kcal per mole